107
Properties=species:S:1:pos:R:3 method="wB97M-V/def2-TZVPD" total_energy_ev=-156075.064 e_homo_ev=-11.43 orbital_gap_ev=7.67 total_charge=+1 mol_weight_da=861.47 e_lumo_ev=-3.764
C -3.9812 -1.5080 -3.7017
C -2.6561 -2.1380 -3.0066
C -2.1850 -1.0376 -1.9067
C -0.6783 -0.4793 -2.2054
C 0.4864 -1.5171 -1.7965
C 1.2907 -1.1456 -0.4197
Br -0.0886 -0.4108 0.8127
C 2.5743 -0.2341 -0.6413
C 2.3823 1.0916 -1.5113
C 2.2320 2.4767 -0.7321
C 0.7660 2.7900 -0.1486
I 0.6713 4.9949 0.0265
C 3.3780 -0.0679 0.7161
C 4.9566 0.0059 0.2991
C 5.7437 0.9204 1.3788
O 5.3250 2.3099 1.3454
C 5.5352 2.9270 2.6260
O 6.6164 2.7570 3.2106
N 3.2564 -1.1302 1.7336
P 2.4772 -0.2899 3.1533
O 3.7227 0.1317 4.2678
O 1.3384 -1.3094 3.9073
C 2.5426 -2.3259 1.3542
N 2.7064 -3.3810 2.1934
S 3.8103 -3.3565 3.5673
B 2.0027 -4.7121 2.0896
C 0.4118 -4.8790 2.4504
O 2.6716 -5.9225 1.6753
N 1.6730 -2.4958 0.1765
P 2.5010 -3.5111 -1.0863
C 4.2743 -3.8949 -0.5734
O 1.6195 -4.9980 -1.1831
H -3.7823 -0.4669 -4.1317
H -4.8156 -1.3957 -2.9255
H -4.3046 -2.2355 -4.5242
H -1.8916 -2.2539 -3.8503
H -2.8909 -3.1382 -2.4975
H -2.2344 -1.5721 -0.8885
H -2.9048 -0.1482 -1.8273
H -0.6464 -0.4220 -3.3592
H -0.5191 0.5870 -1.8528
H 1.2284 -1.5188 -2.6757
H -0.0704 -2.5239 -1.7097
H 3.2910 -0.8668 -1.2974
H 3.3410 1.2209 -2.1446
H 1.5459 1.0484 -2.2853
H 2.4087 3.2947 -1.5288
H 3.0596 2.6802 0.0438
H -0.0771 2.4546 -0.8283
H 0.7275 2.3728 0.9054
H 3.2069 0.9415 1.2483
H 5.0655 0.4821 -0.7343
H 5.4282 -1.0247 0.3771
H 6.8621 0.9121 1.1018
H 5.6583 0.4768 2.4389
H 4.7558 3.6185 3.1060
H 3.3471 0.9259 4.7224
H 0.6784 -1.6743 3.2793
H 3.0732 -3.1785 4.7291
H 0.2530 -5.4320 3.4423
H -0.0254 -5.4786 1.5675
H -0.1384 -3.8651 2.4320
H 3.4850 -6.0772 2.2006
H 4.3721 -4.8687 0.0175
H 4.8541 -4.0713 -1.5544
H 4.8071 -3.0429 -0.0396
H 0.6691 -4.7196 -1.1769
C -5.5784 -8.3498 1.2323
C -4.6471 -7.7689 0.1770
C -3.2671 -7.4003 0.7235
C -3.2596 -6.3147 1.8037
C -3.8910 -4.9830 1.3952
C -3.1710 -4.3024 0.2388
H -5.7866 -7.6308 2.0281
H -6.5341 -8.6266 0.7798
H -5.1460 -9.2474 1.6822
H -5.1189 -6.8992 -0.2913
H -4.5172 -8.5104 -0.6183
H -2.6307 -7.0890 -0.1120
H -2.7975 -8.3012 1.1363
H -2.2206 -6.1366 2.1057
H -3.7716 -6.6858 2.6971
H -3.8720 -4.3113 2.2602
H -4.9456 -5.1222 1.1394
H -2.1217 -4.1131 0.4882
H -3.6412 -3.3416 0.0129
H -3.2046 -4.9096 -0.6694
C 0.3987 8.9376 -1.8474
C -0.3401 9.5675 -0.6745
C -1.7816 9.0768 -0.5324
C -2.7019 9.3990 -1.7132
C -2.8226 10.8837 -2.0603
C -3.4219 11.7197 -0.9375
H -0.0679 9.1908 -2.8022
H 1.4309 9.2970 -1.8788
H 0.4233 7.8481 -1.7527
H -0.3133 10.6576 -0.7657
H 0.2001 9.3253 0.2474
H -2.2056 9.4956 0.3859
H -1.7730 7.9891 -0.3881
H -3.7002 9.0051 -1.4891
H -2.3587 8.8580 -2.6012
H -3.4607 10.9813 -2.9450
H -1.8463 11.2916 -2.3409
H -4.4178 11.3562 -0.6705
H -3.5162 12.7618 -1.2526
H -2.7964 11.7011 -0.0418